No. 1
104
Properties=species:S:1:pos:R:3:forces:R:3:lowdin_charge:R:1 method="wB97M-V/def2-TZVPD" orbital_gap_ev=7.583 total_charge=0 total_energy_ha=-4399.01018 e_homo_ha=-0.269 relative_energy_kj_mol=0.0 e_lumo_ev=0.3
La -0.322 0.102 -0.162 0.03 1.12 0.24 2.006
As -3.384 -1.580 -0.425 0.19 0.04 0.31 1.333
O -0.687 -0.955 -2.119 0.15 -0.25 -0.58 -0.387
O 1.619 0.768 1.112 0.02 -0.38 -0.38 -0.283
N -2.400 -0.443 0.702 -1.54 -0.27 0.72 -0.496
N -0.597 4.462 1.848 -0.13 -0.09 -0.03 -0.072
N 3.002 0.056 -0.626 -0.28 -0.39 -0.18 0.064
N 1.869 -0.667 -1.086 0.92 0.04 0.25 -0.150
N -1.011 2.499 0.645 0.03 -0.01 -0.34 0.010
C -5.787 -1.658 -1.906 -0.12 0.01 0.00 -0.303
C -6.389 1.030 -2.065 0.04 0.13 0.03 -0.025
C -3.084 4.559 2.179 -0.09 -0.01 0.00 -0.054
C 0.145 5.709 1.999 0.11 -0.11 0.18 -0.210
C 5.668 3.491 1.927 -0.04 -0.04 -0.02 -0.095
C -2.888 -0.045 1.958 0.23 -0.25 -0.46 -0.416
C 3.797 1.678 0.933 -0.15 -0.14 0.29 -0.160
C -4.237 0.193 2.243 -0.09 0.09 0.18 -0.059
C 2.126 -1.648 -1.862 -0.12 -0.12 -0.30 -0.076
C -0.240 -2.064 -2.673 -0.02 0.33 0.24 -0.386
C 4.986 1.899 0.249 0.06 -0.01 -0.11 -0.032
C 4.485 3.270 2.620 -0.03 -0.10 -0.12 -0.085
C -3.014 -4.655 2.328 0.03 -0.03 0.03 -0.021
C 1.114 -2.458 -2.549 0.33 0.04 0.12 -0.151
C -1.114 -2.897 -3.386 0.02 -0.09 -0.12 -0.033
C -1.977 0.161 3.007 0.13 0.11 0.19 -0.077
C -4.362 -5.872 4.072 -0.03 -0.01 0.03 -0.052
C 0.665 -4.472 -3.829 -0.04 0.10 0.04 -0.102
C -5.287 0.634 -1.307 -0.04 -0.05 -0.05 -0.266
C -7.207 0.133 -2.727 -0.03 -0.09 -0.03 -0.270
C -0.327 3.579 0.862 0.03 -0.06 0.07 -0.417
C -5.272 -4.016 2.630 -0.06 0.06 -0.02 -0.022
C -3.936 -2.858 0.984 -0.12 0.02 0.05 -0.266
C 1.539 -3.650 -3.146 0.03 -0.06 -0.05 -0.057
C -5.492 -3.139 -1.939 0.00 -0.03 -0.02 -0.072
C 3.556 2.365 2.121 0.13 0.12 0.07 -0.048
C -5.163 -3.034 1.638 0.08 -0.09 0.01 -0.265
C -6.443 -2.280 1.362 0.01 -0.01 0.06 -0.058
C -1.719 4.209 2.757 0.16 0.03 -0.01 -0.187
C -6.873 -1.212 -2.647 -0.02 -0.01 0.03 -0.020
C 5.913 2.802 0.745 0.04 0.03 0.01 -0.084
C -8.392 0.594 -3.533 -0.03 0.03 -0.01 -0.052
C 2.732 0.742 0.445 0.10 0.42 0.11 -0.509
C -4.222 -4.831 2.994 0.08 -0.04 0.00 -0.269
C -2.852 -3.694 1.343 -0.03 0.00 0.00 -0.275
C -1.479 -3.590 0.714 0.12 -0.03 0.04 -0.089
C -2.389 0.586 4.263 0.03 0.03 -0.12 -0.109
C -4.649 0.617 3.499 0.03 -0.02 -0.09 -0.083
C -4.454 1.750 -0.718 0.12 -0.09 0.19 -0.068
C -0.456 6.886 1.248 -0.06 0.06 -0.08 -0.066
C -0.670 -4.080 -3.941 -0.01 0.02 0.00 -0.083
C -5.007 -0.736 -1.175 0.03 0.02 -0.07 -0.306
C -3.731 0.823 4.522 -0.02 -0.02 0.00 -0.114
C 0.861 3.848 -0.018 0.00 0.01 -0.06 0.003
H 2.585 -3.924 -3.060 -0.01 -0.01 0.00 0.108
H -2.172 -5.288 2.586 0.00 0.01 0.00 0.116
H -2.144 -2.580 -3.480 -0.01 0.01 0.01 0.101
H -6.229 -4.136 3.131 0.00 0.02 -0.01 0.118
H 6.837 2.970 0.207 0.00 0.00 -0.01 0.100
H -4.318 2.541 -1.458 0.01 -0.03 0.00 0.083
H -3.678 -5.675 4.899 0.01 0.02 -0.01 0.080
H -1.432 7.161 1.649 0.01 -0.02 -0.01 0.066
H 0.184 5.923 3.069 0.01 0.05 -0.02 0.119
H -7.199 -2.962 0.961 0.02 0.00 0.01 0.090
H -0.974 -2.676 1.045 -0.04 -0.02 0.03 0.047
H -7.470 -1.942 -3.184 0.00 0.02 -0.01 0.112
H 0.194 7.759 1.322 0.01 0.00 0.03 0.078
H -6.222 -3.652 -2.565 0.00 0.03 -0.01 0.078
H -0.858 -4.426 1.035 -0.02 -0.03 -0.02 0.079
H -0.581 6.649 0.190 -0.01 0.01 0.01 0.074
H -6.595 2.093 -2.151 0.00 0.00 0.01 0.121
H -4.944 2.198 0.150 -0.08 -0.02 0.00 0.078
H -1.375 -4.705 -4.477 0.03 -0.02 -0.01 0.102
H -4.135 -6.871 3.697 0.01 0.02 -0.04 0.080
H 1.009 -5.394 -4.276 0.01 -0.01 0.00 0.095
H -4.501 -3.346 -2.354 0.03 0.05 0.04 0.064
H 4.288 3.792 3.548 0.00 0.01 0.00 0.099
H -4.058 1.137 5.504 0.00 0.01 0.00 0.094
H -3.860 4.371 2.922 0.02 -0.01 0.01 0.081
H -3.133 5.609 1.889 0.00 -0.01 0.01 0.065
H 2.630 2.173 2.646 -0.01 0.00 0.01 0.109
H -6.345 -1.466 0.661 0.11 0.12 -0.12 0.042
H -0.916 -0.031 2.860 -0.01 -0.07 -0.06 0.091
H -8.896 -0.246 -4.009 0.02 -0.02 0.01 0.072
H -1.688 3.159 3.059 -0.04 -0.02 0.02 0.104
H -3.474 1.415 -0.382 -0.05 -0.05 -0.07 0.026
H -5.705 0.780 3.678 0.00 0.01 0.00 0.102
H -6.840 -1.873 2.295 0.01 -0.03 0.00 0.084
H -8.094 1.291 -4.318 0.03 0.00 0.02 0.080
H -1.651 0.719 5.045 0.00 0.00 0.00 0.102
H -5.522 -3.603 -0.953 0.01 0.04 0.05 0.062
H -1.526 4.784 3.664 -0.04 0.05 -0.04 0.120
H 0.786 4.819 -0.510 -0.01 -0.01 0.02 0.088
H -1.498 -3.577 -0.377 -0.05 -0.02 0.02 0.051
H 5.169 1.361 -0.673 -0.01 0.01 0.05 0.107
H 1.177 5.544 1.692 -0.04 0.04 -0.02 0.107
H 0.922 3.083 -0.788 -0.01 0.00 0.00 0.076
H -4.973 0.036 1.471 -0.09 -0.02 -0.13 0.078
H 3.177 -1.886 -2.039 -0.04 -0.05 -0.07 0.126
H 1.788 3.823 0.555 0.01 -0.02 0.02 0.079
H 6.399 4.193 2.310 0.01 0.00 -0.01 0.098
H -1.807 2.384 1.265 -0.05 0.03 0.05 0.019
H -5.375 -5.889 4.474 0.00 0.01 -0.01 0.072
H -3.317 3.954 1.302 0.02 0.02 -0.01 0.060
H -9.124 1.107 -2.906 0.02 0.00 0.03 0.080

No. 2
112
Properties=species:S:1:pos:R:3:forces:R:3:lowdin_charge:R:1 method="wB97M-V/def2-TZVPD" orbital_gap_ev=5.786 total_charge=+3 total_energy_ha=-6756.26084 e_homo_ha=-0.515 relative_energy_kj_mol=199.6 e_lumo_ev=-8.2
I -1.613 3.307 -2.013 -0.99 0.76 -2.19 1.001
I -2.101 0.537 -4.284 -0.03 0.10 -0.22 0.902
Sb 0.114 -2.772 -1.963 0.20 -0.81 0.31 1.917
Sn -0.618 1.732 0.156 -0.04 0.16 0.92 1.218
Br -7.559 -1.692 1.790 0.39 0.08 -0.16 0.844
S -2.103 5.388 2.656 -0.64 -0.35 -0.11 1.137
S 0.698 4.275 0.960 0.57 -0.59 0.13 0.564
O 1.352 3.362 0.003 0.25 0.68 -0.61 -0.459
O -1.137 -2.301 -0.323 1.26 -1.47 -1.03 -0.180
O -1.433 -0.252 -1.009 -0.39 -0.15 0.08 -0.270
O 0.715 3.616 2.275 0.15 0.92 0.74 -0.373
N -2.364 3.047 1.652 0.35 -0.12 -0.58 -0.053
N 1.316 -0.951 1.534 0.12 -0.20 -0.23 0.049
N -0.823 4.321 0.509 0.97 -0.40 -1.38 -0.346
N 2.859 9.707 1.112 0.08 0.23 -0.02 0.160
N 2.256 1.452 2.303 -0.26 0.40 -0.26 0.173
N -0.505 0.927 2.972 -0.36 0.28 0.17 0.000
C -0.465 -5.623 -2.813 0.21 0.09 0.09 -0.115
C 1.720 7.902 2.185 -0.10 -0.10 0.00 0.003
C 1.436 -1.832 -5.948 -0.01 -0.02 -0.09 -0.038
C 2.377 8.458 1.071 -0.13 -0.30 -0.01 -0.293
C -5.795 -1.537 1.142 0.07 -0.05 0.04 -0.650
C -3.076 -5.309 -3.676 0.08 0.17 0.08 -0.010
C -2.480 -6.554 -3.718 0.10 0.06 0.01 -0.024
C -3.193 -1.319 0.186 -0.76 -0.32 0.38 -0.147
C -3.061 -2.858 -3.226 -0.02 0.07 -0.14 -0.064
C 0.912 -1.601 -3.632 -0.46 -0.35 0.87 -0.291
C -1.165 -6.709 -3.304 0.08 -0.04 0.04 -0.044
C 1.602 -4.396 0.277 -0.09 0.03 0.07 -0.302
C 2.135 0.109 -4.721 -0.08 -0.10 0.20 -0.015
C -5.249 -0.276 0.879 -0.29 -0.10 0.15 -0.091
C 0.827 -2.328 -4.810 -0.13 -0.33 -0.05 -0.114
C -3.964 -0.171 0.401 0.43 -0.16 -0.17 -0.004
C -3.743 -2.578 0.475 0.29 0.26 -0.05 0.006
C 0.146 0.293 4.134 0.01 -0.36 0.41 -0.340
C -3.237 3.114 2.706 -0.24 -0.06 0.23 -0.231
C 4.124 -3.329 -0.331 0.02 0.12 -0.08 -0.056
C 2.740 -4.773 0.992 -0.11 0.02 -0.14 -0.022
C 2.898 -0.612 3.406 -0.23 -0.02 -0.12 -0.084
C 2.584 0.865 3.624 0.25 -0.26 0.60 -0.269
C 1.759 -3.465 -0.747 -0.51 0.22 -0.60 -0.276
C -2.389 -4.190 -3.206 -0.01 -0.02 0.08 -0.289
C 0.286 -5.013 0.620 -0.13 -0.09 -0.01 -0.037
C 2.033 6.385 -0.133 0.13 0.02 -0.13 -0.049
C 3.984 -4.247 0.700 -0.06 0.07 0.01 -0.033
C 1.670 -1.382 2.905 0.00 -0.31 0.33 -0.339
C -3.239 4.292 3.366 0.20 0.20 0.05 -0.336
C -5.033 -2.690 0.940 -0.30 0.11 0.17 -0.085
C 1.743 0.373 -2.270 -0.12 0.18 0.04 -0.063
C -1.880 -1.252 -0.412 0.07 1.51 -0.44 -0.629
C -1.089 -4.380 -2.754 0.47 0.53 0.24 -0.276
C 1.423 5.851 0.996 -0.22 -0.69 -0.02 -0.321
C 1.401 1.060 4.563 -0.24 -0.01 -0.21 -0.081
C 3.015 -2.951 -1.067 -0.02 0.16 -0.21 -0.126
C 2.514 7.670 -0.090 -0.06 -0.09 -0.07 0.001
C 1.567 -0.385 -3.546 0.14 0.18 0.06 -0.333
C 2.082 -0.607 -5.902 -0.02 -0.06 -0.04 -0.023
C 1.251 6.614 2.145 0.03 0.01 0.18 -0.074
C -2.383 2.610 -4.020 0.33 -0.21 0.78 -0.968
C 0.484 -1.175 3.850 0.08 0.28 -0.14 -0.093
C -1.729 4.183 1.491 -0.91 0.19 1.10 -0.839
H 2.744 10.280 1.929 0.04 0.03 -0.05 0.121
H 2.799 0.394 -1.997 0.02 0.03 0.12 0.103
H -0.548 0.312 4.990 0.19 -0.02 -0.16 0.153
H 1.689 0.717 5.556 0.06 0.01 0.02 0.142
H -3.843 2.251 2.927 -0.14 0.02 0.13 0.112
H 0.110 -4.960 1.694 -0.12 0.03 0.02 0.099
H -3.136 -3.456 0.315 -0.06 -0.13 0.00 0.123
H -3.533 0.800 0.188 -0.14 0.12 -0.05 0.092
H -0.594 1.924 3.183 -0.19 -0.14 -0.09 0.052
H 1.621 0.738 1.839 0.40 0.29 -0.12 0.063
H 2.992 8.101 -0.955 0.10 -0.01 -0.15 0.122
H -0.398 -1.680 3.450 -0.05 -0.11 0.07 0.122
H 1.726 2.361 2.378 0.41 -0.30 -0.04 0.069
H 3.090 1.606 1.736 -0.11 -0.04 -0.01 0.170
H 2.642 1.061 -4.693 0.08 0.11 0.03 0.131
H 1.912 -2.455 2.902 0.01 0.18 0.04 0.138
H -2.503 -2.106 -2.668 -0.04 0.13 0.02 0.000
H -3.446 2.821 -4.068 0.08 0.10 0.30 -0.023
H 5.093 -2.918 -0.567 0.11 0.00 -0.08 0.119
H -3.152 -2.501 -4.253 -0.04 0.05 -0.03 0.078
H 3.455 1.378 4.040 -0.09 0.03 -0.16 0.163
H 3.329 10.102 0.316 0.00 0.08 0.05 0.120
H 3.232 -1.051 4.345 0.04 0.00 0.03 0.140
H 1.579 8.500 3.068 0.01 0.08 0.21 0.123
H 2.638 -5.513 1.772 -0.02 -0.07 0.12 0.131
H 0.756 6.165 2.991 -0.01 0.12 0.25 0.096
H -1.841 3.143 -4.796 0.15 0.08 0.30 -0.021
H 1.405 -2.406 -6.861 -0.02 -0.03 -0.08 0.126
H -3.035 -7.404 -4.080 -0.07 -0.11 -0.07 0.125
H -1.462 0.568 2.921 0.21 0.15 0.01 0.083
H 2.058 -1.247 0.903 -0.07 -0.14 -0.02 0.081
H -3.828 4.601 4.207 -0.13 -0.07 0.16 0.079
H 0.559 -5.730 -2.481 0.06 -0.15 0.03 0.106
H 3.717 -0.715 2.692 0.15 -0.05 -0.03 0.125
H 0.476 -1.447 1.245 0.07 0.06 -0.04 0.066
H 1.168 -0.086 -1.461 0.07 0.04 0.07 0.016
H 1.168 2.123 4.644 0.02 0.09 0.10 0.127
H -0.537 -4.527 0.096 -0.05 -0.17 0.19 0.036
H 1.416 1.413 -2.388 0.02 -0.12 0.07 0.079
H 0.286 -6.069 0.351 -0.05 -0.07 -0.02 0.105
H -5.840 0.610 1.048 -0.10 0.07 0.01 0.113
H 4.847 -4.558 1.269 0.09 -0.04 0.04 0.124
H 3.124 -2.280 -1.910 0.08 0.10 0.00 0.095
H -0.687 -7.673 -3.357 0.07 -0.13 0.01 0.122
H -4.092 -5.177 -4.014 -0.15 -0.04 -0.06 0.131
H -4.065 -2.921 -2.814 -0.07 0.09 0.07 0.104
H 2.562 -0.217 -6.786 0.00 0.05 -0.10 0.127
H 0.327 -3.288 -4.848 -0.10 -0.03 -0.03 0.102
H -5.451 -3.660 1.166 -0.05 -0.02 -0.03 0.117
H 2.131 5.777 -1.019 0.08 0.04 -0.15 0.119
H 0.737 -1.641 4.802 -0.08 -0.15 0.04 0.135

No. 3
103
Properties=species:S:1:pos:R:3:forces:R:3:lowdin_spin:R:1 method="wB97M-V/def2-TZVPD" orbital_gap_ev="7.873 / 8.023" total_charge=+1 total_energy_ha=-5826.26723 e_homo_ha="-0.385 / -0.385" spin_multiplicity=4 e_lumo_ev="-2.6 / -2.5"
Nd -0.685 -0.442 0.117 -3.48 1.06 0.19 3.029
Br -0.022 0.965 2.589 0.06 0.32 0.47 -0.005
P -0.654 2.342 -0.777 -0.05 0.86 -0.20 -0.005
P -3.974 1.518 -1.010 0.03 0.10 -0.04 0.000
O -1.725 -1.286 1.706 -0.17 -0.73 1.70 -0.009
O 0.484 -1.799 -1.121 1.12 -0.70 -0.59 -0.005
O 1.279 -2.082 1.442 0.09 0.12 -0.43 0.000
O 1.435 0.085 -0.527 0.97 -0.24 -0.20 -0.002
C -7.225 3.812 0.067 0.05 -0.05 -0.02 0.000
C -4.158 -0.279 -0.708 0.07 -0.05 0.12 -0.001
C 0.713 3.557 -0.800 0.00 -0.10 0.16 -0.001
C 2.769 -3.270 -0.109 -0.01 -0.19 -0.02 0.000
C -5.188 -0.858 0.028 -0.01 -0.08 0.05 0.000
C -3.824 -3.626 3.090 -0.05 0.03 0.04 0.000
C 0.665 4.767 -0.114 0.03 0.05 0.04 0.000
C -1.636 -2.661 3.742 -0.12 -0.21 0.13 0.000
C 2.318 -1.934 0.431 -0.04 -0.09 -0.10 0.000
C -3.072 2.041 0.550 0.09 0.33 -0.59 0.000
C -1.745 2.435 -5.250 0.02 0.01 0.04 0.000
C -8.249 3.237 -0.671 0.02 0.05 0.05 0.000
C 0.253 -0.412 7.798 0.06 0.05 0.02 0.000
C -1.789 -4.235 1.739 0.11 -0.18 -0.01 0.000
C 1.704 5.685 -0.240 -0.05 -0.01 0.06 0.000
C 3.452 -1.091 0.959 0.19 -0.02 0.06 0.000
C -1.133 2.409 -2.536 0.12 -0.08 0.06 -0.001
C -1.623 3.567 -3.128 -0.09 0.10 0.00 0.000
C -0.913 1.280 -3.317 -0.04 0.11 -0.13 0.000
C -1.353 -2.622 5.109 0.05 -0.11 -0.06 0.000
C -5.938 3.284 0.013 -0.04 0.05 0.00 0.000
C -1.937 3.578 -4.476 -0.03 0.02 -0.07 0.000
C -1.998 3.114 0.229 -0.23 -0.27 -0.17 0.000
C -1.995 -1.476 7.945 -0.03 0.00 0.03 0.000
C -0.387 -0.462 5.014 0.20 -0.08 0.05 0.000
C -3.198 -1.125 -1.279 -0.29 -0.15 -0.21 -0.001
C -6.697 1.620 -1.544 0.03 -0.03 -0.02 0.000
C 2.860 4.178 -1.714 -0.03 0.03 0.04 0.000
C -1.221 1.287 -4.674 -0.03 0.04 0.03 0.000
C -0.674 -0.497 3.667 0.10 0.31 -0.14 0.001
C 0.061 -2.892 7.754 0.06 -0.05 -0.02 0.000
C -5.276 -2.238 0.159 -0.07 0.06 0.03 -0.001
C 2.795 5.396 -1.042 0.02 -0.05 -0.04 0.000
C -0.764 -1.551 5.784 -0.14 -0.06 0.04 0.001
C -2.314 -3.905 3.141 -0.04 0.05 0.05 0.000
C -0.600 -1.581 7.306 -0.03 -0.04 -0.05 0.000
C -4.324 -3.065 -0.421 -0.13 -0.14 0.12 0.000
C 1.826 3.264 -1.593 -0.02 -0.04 0.06 0.000
C -1.361 -1.501 2.990 -0.25 0.17 -0.07 0.000
C -5.664 2.171 -0.779 -0.01 -0.01 0.06 0.000
C -2.074 -5.166 3.991 -0.08 0.08 0.05 0.000
C -3.281 -2.507 -1.134 0.23 0.05 -0.07 0.000
C -7.980 2.142 -1.482 0.05 -0.04 -0.03 0.000
C 1.444 -1.169 -0.564 1.98 -0.67 -0.86 -0.002
H -1.612 -3.493 5.697 -0.01 0.03 -0.05 0.000
H -1.013 -5.306 4.219 -0.07 0.01 -0.03 0.000
H -4.398 -4.142 -0.318 -0.01 0.12 -0.01 0.000
H 1.655 6.628 0.294 -0.01 -0.09 -0.05 0.000
H -4.363 -4.487 2.678 0.07 0.11 0.03 0.000
H 3.569 -3.129 -0.841 -0.06 -0.03 0.06 0.000
H 3.161 -3.887 0.704 0.01 0.04 -0.06 0.000
H 1.882 2.315 -2.115 -0.02 0.05 -0.01 0.000
H 3.598 6.116 -1.145 -0.03 -0.04 0.01 0.000
H -1.528 3.460 1.150 0.00 0.02 0.09 0.000
H 3.718 3.943 -2.334 -0.07 0.02 0.04 0.000
H -2.633 -5.154 4.930 0.05 0.03 -0.04 0.000
H -0.177 5.011 0.524 0.03 0.02 -0.07 0.000
H -1.766 4.466 -2.535 0.02 -0.06 -0.05 0.000
H -8.771 1.698 -2.075 0.05 0.01 0.03 0.000
H 1.245 -0.412 7.333 -0.08 0.00 0.05 0.000
H -0.568 -3.762 7.549 0.06 0.08 0.00 0.000
H 0.392 -0.494 8.878 -0.01 0.02 -0.06 0.000
H 0.243 -2.867 8.832 -0.03 0.00 -0.09 0.000
H -9.251 3.646 -0.622 0.06 -0.02 -0.01 0.000
H -1.049 0.404 -5.277 0.00 0.04 0.04 0.000
H -4.206 -3.434 4.098 0.03 -0.03 -0.11 0.000
H -2.328 4.481 -4.931 0.03 -0.08 0.03 0.000
H 3.071 -0.188 1.426 -0.01 0.08 0.04 0.000
H -5.941 -0.225 0.483 0.00 -0.02 -0.02 0.000
H -2.544 -3.147 -1.605 0.03 0.00 -0.03 0.000
H -5.152 3.767 0.586 -0.08 -0.06 -0.03 0.000
H -2.426 3.978 -0.281 -0.06 0.02 0.07 0.000
H -2.457 -0.728 -1.971 0.01 0.19 -0.13 0.000
H -3.779 2.372 1.307 0.02 0.06 0.13 0.000
H 0.145 0.383 5.432 -0.09 -0.07 -0.05 0.000
H -0.225 0.552 7.602 0.05 -0.08 0.01 0.000
H -1.990 2.448 -6.305 0.01 0.01 0.06 0.000
H 4.129 -0.804 0.151 -0.03 -0.05 0.06 0.000
H -4.034 -2.749 2.475 0.02 -0.06 0.03 0.000
H -2.417 -6.040 3.430 0.02 0.08 0.05 0.000
H 1.622 -2.580 2.189 -0.05 0.00 0.20 0.000
H -6.095 -2.673 0.721 0.06 0.04 -0.04 0.000
H -1.916 -1.490 9.038 0.00 0.00 -0.14 0.000
H -2.401 -5.034 1.309 0.08 0.00 0.05 0.000
H 1.942 -3.795 -0.585 0.03 0.00 0.04 0.000
H 1.021 -3.038 7.250 -0.06 0.01 0.05 0.000
H 4.021 -1.665 1.695 -0.01 0.05 -0.05 0.000
H -0.756 -4.595 1.786 -0.05 0.04 0.01 0.000
H -2.633 -2.309 7.637 0.05 0.07 0.03 0.000
H -0.468 0.391 -2.884 0.05 -0.12 0.05 0.000
H -7.424 4.674 0.690 0.01 -0.01 -0.01 0.000
H -2.596 1.150 0.966 -0.10 -0.02 0.22 0.000
H -6.494 0.773 -2.194 -0.03 0.06 0.06 0.000
H -2.487 -0.544 7.648 0.03 -0.07 0.03 0.000
H -1.827 -3.388 1.068 -0.05 0.05 -0.04 0.000